1.
A molecular structure, C25H37BrI2N3O4SiSn, computed with wB97M-V/def2-TZVPD.

Properties
Total charge = -1
Lowest unoccupied orbital energy = 1.73 eV
Kohn-Sham gap = 6.07 eV
DFT total energy = -5113.38877 a.u.
Relative energy (zero: lowest compared OMol25 entry of this formula, charge and spin) = 46.0 kcal per mole

```
74
Properties=species:S:1:pos:R:3:mulliken_charge:R:1
Sn -3.392 0.370 1.138 0.330
N -5.785 0.986 1.460 -0.529
C -5.952 2.400 1.851 -0.567
C -4.634 3.207 1.801 0.278
O -4.581 4.280 2.414 -0.732
N -3.565 2.615 1.156 -0.181
C -2.258 3.313 0.974 -0.609
C -1.126 2.287 0.959 0.510
O -0.010 2.651 0.567 -0.721
O -1.336 1.047 1.257 -0.492
H -6.132 0.270 2.146 0.254
H -6.192 0.781 0.584 0.266
H -6.745 2.746 1.187 0.438
H -6.248 2.376 2.894 0.267
H -2.247 3.885 0.076 0.407
H -2.057 4.007 1.750 0.371
I -0.366 -4.024 2.840 0.128
C -1.713 -2.863 3.807 -0.901
C -2.157 -3.216 5.105 -0.314
C -3.087 -2.456 5.861 -0.370
I -3.686 -3.084 7.699 0.056
C -3.488 -1.127 5.334 0.338
C -4.184 -0.107 5.983 -0.320
C -4.322 1.163 5.439 -1.202
C -3.888 1.396 4.112 -0.126
N -3.479 0.335 3.372 0.365
C -3.054 -0.846 4.012 0.128
C -2.381 -1.760 3.134 0.966
O -2.157 -1.605 1.833 -0.620
H -1.949 -4.199 5.462 0.353
H -4.634 -0.309 6.953 0.206
H -4.841 1.912 5.977 0.479
H -3.678 2.417 3.781 0.497
C 4.149 -2.489 -2.953 -1.618
C 2.611 -2.237 -3.088 2.662
C 2.175 -2.392 -4.550 -2.364
C 1.861 -3.274 -2.264 -1.993
Si 2.316 -0.446 -2.336 -0.274
Br 0.203 -0.348 -1.651 -0.286
C 2.224 0.938 -3.650 2.178
C 1.189 0.631 -4.762 -1.881
C 3.621 1.035 -4.297 -1.977
C 1.877 2.362 -3.071 -1.696
C 3.402 -0.116 -0.767 2.470
C 2.860 1.193 -0.061 -1.644
C 4.895 0.102 -1.001 -1.644
C 3.112 -1.329 0.175 -1.864
H 4.376 -3.473 -3.438 0.472
H 4.541 -2.669 -1.905 0.240
H 4.812 -1.751 -3.488 0.236
H 2.365 -3.450 -4.797 0.615
H 2.768 -1.804 -5.245 0.306
H 1.135 -2.130 -4.611 0.520
H 2.077 -4.243 -2.715 0.533
H 0.767 -3.164 -2.248 0.365
H 2.201 -3.455 -1.262 0.385
H 1.115 -0.442 -5.026 0.191
H 1.494 1.127 -5.675 0.526
H 0.136 0.965 -4.506 0.272
H 3.918 0.152 -4.811 0.284
H 4.391 1.212 -3.554 0.379
H 3.705 1.901 -5.003 0.490
H 1.235 2.442 -2.161 0.200
H 1.304 2.850 -3.881 0.535
H 2.806 2.985 -2.999 0.298
H 3.241 2.093 -0.603 0.261
H 3.347 1.254 0.922 0.624
H 1.731 1.271 0.066 0.071
H 5.122 0.823 -1.785 0.285
H 5.543 -0.784 -1.086 0.282
H 5.280 0.678 -0.099 0.458
H 2.092 -1.617 0.157 0.403
H 3.504 -1.095 1.198 0.463
H 3.821 -2.156 -0.088 0.281
```

2.
2 unconnected molecules or ions with the total composition C25H37N3O3, computed with wB97M-V/def2-TZVPD.

Properties
Lowest unoccupied orbital energy = -1.30 eV
Kohn-Sham gap = 7.79 eV
DFT total energy = -1364.75744 a.u.
SMILES = CC(=O)N(C)CCCCC1=C(c2ccccn2)C(=O)C(CN)=CC1=O.CCCCCC
Relative energy (zero: lowest compared OMol25 entry of this formula, charge and spin) = 0.0 kcal per mole

```
68
Properties=species:S:1:pos:R:3:mulliken_charge:R:1
C 5.721 -3.202 2.620 -0.997
C 5.221 -4.349 1.767 0.508
O 5.309 -5.489 2.141 -0.551
N 4.731 -4.060 0.445 0.282
C 5.839 -3.855 -0.487 -1.152
C 3.688 -3.029 0.361 -0.953
C 2.310 -3.642 0.096 -0.227
C 1.633 -4.185 1.371 -0.835
C 0.249 -3.598 1.695 -1.222
C 0.169 -2.112 1.495 0.601
C -0.689 -1.488 0.676 0.981
C -1.706 -2.194 -0.147 -0.034
C -1.327 -2.982 -1.230 -0.182
C -2.307 -3.610 -1.971 -0.688
C -3.630 -3.436 -1.609 -0.413
C -3.908 -2.637 -0.509 -0.433
N -2.975 -2.025 0.211 -0.476
C -0.696 0.009 0.572 0.421
O -1.591 0.612 0.030 -0.623
C 0.464 0.761 1.152 0.514
C 0.613 2.219 0.824 -0.479
N 0.563 2.516 -0.618 -0.437
C 1.287 0.133 1.994 -1.041
C 1.081 -1.285 2.354 0.223
O 1.636 -1.769 3.322 -0.625
H 5.959 -3.592 3.606 0.355
H 6.618 -2.783 2.158 0.300
H 4.990 -2.403 2.726 0.293
H 5.491 -4.030 -1.506 0.328
H 6.637 -4.563 -0.270 0.384
H 6.253 -2.838 -0.438 0.396
H 3.938 -2.328 -0.441 0.598
H 3.644 -2.450 1.286 0.022
H 2.450 -4.450 -0.625 0.487
H 1.694 -2.884 -0.397 0.047
H 1.553 -5.270 1.307 0.484
H 2.284 -3.977 2.222 0.345
H 0.049 -3.796 2.752 0.426
H -0.541 -4.087 1.126 0.402
H -0.280 -3.095 -1.485 0.359
H -2.047 -4.228 -2.821 0.431
H -4.433 -3.908 -2.159 0.385
H -4.932 -2.483 -0.191 0.417
H -0.218 2.743 1.308 0.037
H 1.546 2.561 1.274 0.457
H 1.238 3.242 -0.829 0.219
H 0.859 1.712 -1.159 0.214
H 2.114 0.637 2.480 0.424
C -4.552 5.383 -3.414 -1.195
C -4.574 5.961 -2.003 -0.319
C -3.203 6.418 -1.509 -0.825
C -2.151 5.309 -1.428 -0.841
C -2.530 4.118 -0.550 0.539
C -2.758 4.492 0.912 -1.412
H -3.926 4.492 -3.474 0.280
H -5.555 5.100 -3.738 0.376
H -4.164 6.114 -4.127 0.294
H -4.990 5.221 -1.314 0.218
H -5.256 6.816 -1.977 0.385
H -3.317 6.887 -0.528 0.317
H -2.831 7.203 -2.175 0.387
H -1.220 5.744 -1.049 0.400
H -1.922 4.946 -2.434 0.328
H -1.731 3.379 -0.611 -0.244
H -3.426 3.628 -0.943 0.286
H -1.865 4.957 1.338 0.287
H -2.992 3.607 1.507 0.342
H -3.586 5.194 1.036 0.425
```

3.
C25H37N5O6S in the gas phase, computed with wB97M-V/def2-TZVPD.

Properties
Lowest unoccupied orbital energy = 0.29 eV
Kohn-Sham gap = 8.87 eV
DFT total energy = -2098.33124 a.u.
SMILES = CCCCN(C(=O)c1cccc(S(=O)(=O)N2C[C@H](C)O[C@@H](C)C2)c1)c1c(N)n(CCCC)c(=O)[nH]c1=O
Relative energy (zero: lowest compared OMol25 entry of this formula, charge and spin) = 2.4 kcal per mole

```
74
Properties=species:S:1:pos:R:3:mulliken_charge:R:1
C -6.050 -2.796 0.784 -1.185
C -6.282 -1.490 0.033 -0.655
C -5.032 -0.614 -0.042 0.049
C -3.965 -1.205 -0.964 -1.291
N -2.769 -0.377 -0.993 0.207
C -2.464 0.320 -2.121 0.697
O -3.225 0.397 -3.067 -0.669
C -1.144 1.032 -2.122 -0.209
C -1.096 2.336 -2.603 -1.027
C 0.100 3.031 -2.632 -1.154
C 1.259 2.426 -2.174 -0.669
C 1.212 1.118 -1.722 0.574
S 2.759 0.434 -1.113 0.946
O 3.284 1.401 -0.189 -0.539
O 3.564 0.080 -2.249 -0.713
N 2.261 -0.908 -0.254 0.690
C 2.160 -2.135 -1.025 -1.471
C 3.480 -2.917 -1.030 0.493
C 3.301 -4.294 -1.653 -1.726
O 3.946 -3.111 0.296 -0.450
C 4.138 -1.910 1.023 0.172
C 5.311 -1.076 0.504 -1.368
C 2.832 -1.102 1.066 -1.046
C 0.030 0.410 -1.707 0.386
C -1.964 -0.368 0.172 -1.616
C -1.729 0.807 0.851 1.131
N -2.289 1.975 0.433 -0.046
N -0.875 0.843 1.924 0.191
C -0.344 2.103 2.428 -2.283
C 0.588 2.754 1.405 1.627
C 1.289 3.988 1.966 -0.853
C 2.249 4.563 0.932 -1.067
C -0.314 -0.315 2.448 0.240
O 0.419 -0.305 3.409 -0.660
N -0.672 -1.469 1.813 0.130
C -1.386 -1.605 0.622 0.639
O -1.474 -2.693 0.089 -0.716
H -5.322 -3.420 0.273 0.323
H -5.687 -2.598 1.790 0.287
H -6.980 -3.355 0.860 0.390
H -7.071 -0.928 0.539 0.350
H -6.628 -1.706 -0.980 0.345
H -5.312 0.373 -0.420 0.165
H -4.617 -0.491 0.963 0.196
H -4.341 -1.258 -1.987 0.491
H -3.675 -2.203 -0.632 0.276
H -2.008 2.793 -2.957 0.508
H 0.130 4.043 -3.007 0.411
H 2.203 2.945 -2.158 0.576
H 1.897 -1.866 -2.048 0.748
H 1.363 -2.747 -0.587 0.447
H 4.217 -2.339 -1.606 0.325
H 4.244 -4.831 -1.622 0.433
H 2.975 -4.198 -2.684 0.383
H 2.563 -4.860 -1.091 0.367
H 4.367 -2.256 2.039 0.463
H 6.179 -1.717 0.363 0.391
H 5.553 -0.303 1.228 0.429
H 5.070 -0.593 -0.439 0.259
H 3.007 -0.117 1.494 0.641
H 2.095 -1.635 1.674 0.234
H 0.023 -0.617 -1.383 0.718
H -3.064 1.887 -0.205 0.269
H -2.308 2.760 1.059 0.291
H -1.161 2.773 2.715 0.242
H 0.216 1.849 3.330 0.554
H 0.031 3.028 0.506 0.248
H 1.348 2.028 1.109 -0.487
H 0.551 4.741 2.252 0.364
H 1.846 3.707 2.862 0.335
H 2.944 3.792 0.607 0.173
H 2.813 5.393 1.352 0.446
H 1.702 4.922 0.063 0.269
H -0.269 -2.321 2.189 0.381
```

Q: Which value of DFT total energy does entry 3 give?
A: -2098.33124 a.u.

Q: Which value of relative energy (zero: lowest compared OMol25 entry of this formula, charge and spin) does entry 1 give?
A: 46.0 kcal per mole

Q: The highest Kohn-Sham gap belongs to which entry?
A: C25H37N5O6S

Q: Look up the Kohn-Sham gap of the second one.
A: 7.79 eV